Model 1:
Entry from the Open Molecules 2025 dataset: a cluster of 2 separate species, H4O2 in total (ωB97M-V/def2-TZVPD).

Output
Total charge   0
Gap between HOMO and LUMO   12.0 eV
2S+1   1
Structure (SMILES)   O.O

```
6
Properties=species:S:1:pos:R:3:mulliken_charge:R:1
O -0.28 0.23 1.52 -0.64
H -0.72 -0.58 1.87 0.32
H -0.88 0.97 1.77 0.32
O 0.43 0.13 -1.83 -0.64
H 1.31 -0.18 -2.13 0.32
H 0.13 -0.56 -1.19 0.32
```

=====

Model 2:
Entry from the Open Molecules 2025 dataset: a cluster of 2 separate species, H4O2 in total (ωB97M-V/def2-TZVPD).

Output
Total charge   0
Gap between HOMO and LUMO   11.9 eV
2S+1   1
Structure (SMILES)   O.O

```
6
Properties=species:S:1:pos:R:3:mulliken_charge:R:1
O -0.75 1.04 0.64 -0.65
H 0.10 1.03 1.13 0.33
H -1.12 0.15 0.63 0.32
O 0.82 -0.69 -1.10 -0.59
H 0.91 -0.26 -0.26 0.29
H 0.05 -1.27 -1.04 0.31
```

=====

model 1 is preferred energetically. Next in line: 0.0064 hartree higher.

=====

Model 1:
Entry from the Open Molecules 2025 dataset: a cluster of 2 separate species, H4O2 in total (ωB97M-V/def2-TZVPD).

Output
Total charge   0
Gap between HOMO and LUMO   11.7 eV
2S+1   1
Structure (SMILES)   O.O

```
6
Properties=species:S:1:pos:R:3:mulliken_charge:R:1
O 1.08 -0.17 -0.58 -0.71
H 0.72 -0.96 -0.13 0.34
H 1.92 -0.02 -0.08 0.34
O -1.44 0.66 0.48 -0.67
H -1.77 -0.19 0.16 0.29
H -0.51 0.67 0.15 0.41
```

=====

Model 2:
Entry from the Open Molecules 2025 dataset: a cluster of 2 separate species, H4O2 in total (ωB97M-V/def2-TZVPD).

Output
Total charge   0
Gap between HOMO and LUMO   12.1 eV
2S+1   1
Structure (SMILES)   O.O

```
6
Properties=species:S:1:pos:R:3:mulliken_charge:R:1
O -1.47 0.01 0.05 -0.65
H -1.12 -0.72 -0.51 0.35
H -0.88 0.75 -0.14 0.30
O 1.42 -0.10 -0.04 -0.68
H 0.91 -0.10 0.83 0.36
H 1.48 0.83 -0.26 0.31
```

=====

Model 3:
Entry from the Open Molecules 2025 dataset: a cluster of 2 separate species, H4O2 in total (ωB97M-V/def2-TZVPD).

Output
Total charge   0
Gap between HOMO and LUMO   11.9 eV
2S+1   1
Structure (SMILES)   O.O

```
6
Properties=species:S:1:pos:R:3:mulliken_charge:R:1
O 1.06 -1.42 0.12 -0.64
H 1.12 -2.29 0.63 0.32
H 0.50 -1.76 -0.63 0.33
O -1.05 1.62 0.01 -0.64
H -0.35 0.89 -0.08 0.33
H -1.33 1.53 -0.90 0.31
```

=====

model 1 is preferred energetically. Next in line: 0.0044 hartree higher.

=====

Model 1:
Entry from the Open Molecules 2025 dataset: a cluster of 2 separate species, H4O2 in total (ωB97M-V/def2-TZVPD).

Output
Total charge   0
Gap between HOMO and LUMO   11.9 eV
2S+1   1
Structure (SMILES)   O.O

```
6
Properties=species:S:1:pos:R:3:mulliken_charge:R:1
O 1.42 -0.05 -0.14 -0.68
H 1.47 0.87 -0.08 0.33
H 1.70 -0.37 0.74 0.34
O -1.71 0.10 0.03 -0.66
H -2.12 -0.64 -0.41 0.31
H -0.74 0.09 -0.15 0.36
```

=====

Model 2:
Entry from the Open Molecules 2025 dataset: a cluster of 2 separate species, H4O2 in total (ωB97M-V/def2-TZVPD).

Output
Total charge   0
Gap between HOMO and LUMO   12.0 eV
2S+1   1
Structure (SMILES)   O.O

```
6
Properties=species:S:1:pos:R:3:mulliken_charge:R:1
O 1.14 1.64 0.44 -0.65
H 1.77 0.95 0.71 0.32
H 0.72 1.21 -0.32 0.32
O -0.76 -1.27 -0.23 -0.62
H -1.51 -0.91 0.28 0.32
H -1.37 -1.63 -0.88 0.31
```

=====

model 1 is preferred energetically. Next in line: 0.0062 hartree higher.

=====

Model 1:
Entry from the Open Molecules 2025 dataset: a structure of composition C6H13NO3 (ωB97M-V/def2-TZVPD).

Output
Total charge   0
Gap between HOMO and LUMO   10.0 eV
2S+1   1

```
23
Properties=species:S:1:pos:R:3:mulliken_charge:R:1
C -2.06 0.15 0.41 -1.45
C -0.57 0.24 0.13 -0.20
N 0.21 -0.73 0.90 -0.58
C 0.77 -0.21 2.52 0.28
O 0.95 0.95 2.82 -0.44
C -0.27 0.09 -1.36 0.04
C -0.64 1.28 -2.26 -0.57
O 0.73 1.51 -2.61 -0.42
C 1.17 0.39 -1.82 -0.60
H -2.27 0.31 1.47 0.36
H -2.61 0.92 -0.16 0.36
H -2.46 -0.83 0.11 0.36
H -0.22 1.24 0.42 0.36
H 1.71 -1.55 1.01 0.53
H 0.28 -0.92 3.21 0.34
H -0.65 -0.88 -1.72 0.55
H -1.26 1.04 -3.14 0.27
H -1.08 2.14 -1.73 0.31
H 1.86 0.70 -1.02 0.26
H 1.65 -0.38 -2.43 0.27
H -0.09 -1.68 0.71 0.38
O 2.52 -1.48 2.01 -0.74
H 2.34 -2.28 2.52 0.32
```

=====

Model 2:
Entry from the Open Molecules 2025 dataset: a structure of composition C6H13NO3 (ωB97M-V/def2-TZVPD).

Output
Total charge   0
Gap between HOMO and LUMO   10.0 eV
2S+1   1

```
23
Properties=species:S:1:pos:R:3:mulliken_charge:R:1
C 2.14 1.53 0.43 -1.23
C 1.21 0.62 -0.20 0.69
C 0.53 -1.74 -0.09 -1.07
C -1.01 -1.26 0.05 0.09
C -1.18 -0.04 -0.73 -0.18
C -0.23 1.18 -0.35 -0.55
H 1.63 2.85 0.64 0.24
H 2.20 1.31 1.64 0.22
H 3.10 2.20 -0.02 0.32
H 1.53 0.33 -1.54 0.24
H 2.04 -1.25 0.38 0.06
H 0.74 -1.90 -1.34 0.29
H 0.41 -2.65 0.41 0.58
H -1.61 -2.34 -0.25 0.32
H -0.03 -0.93 1.78 0.43
H -2.43 0.48 -0.28 0.20
H -1.30 0.34 -2.67 0.36
H -0.15 2.05 -0.94 0.58
H -1.02 0.87 1.80 0.45
N 1.34 -0.79 0.45 -0.24
O -1.20 -1.01 1.40 -0.69
O -1.03 -0.35 -2.09 -0.48
O -0.68 1.67 1.01 -0.63
```

=====

Model 3:
Entry from the Open Molecules 2025 dataset: an isolated molecule of C6H13NO3 (ωB97M-V/def2-TZVPD).

Output
Total charge   0
Gap between HOMO and LUMO   10.3 eV
2S+1   1
Structure (SMILES)   C[C@@H](C(=O)O)C(C)(C)ON

```
23
Properties=species:S:1:pos:R:3:mulliken_charge:R:1
C -0.76 0.33 1.94 -1.46
C -0.66 -0.54 0.70 0.22
C -2.03 -0.49 -0.18 0.30
O -2.40 -1.36 -0.92 -0.58
O -2.75 0.61 0.05 -0.42
C 0.41 -0.16 -0.31 1.42
C 0.67 -1.25 -1.34 -1.76
C 0.22 1.20 -0.96 -1.64
O 1.60 -0.19 0.69 -0.29
N 2.77 0.42 0.16 -0.60
H 0.03 0.05 2.64 0.36
H -1.72 0.21 2.43 0.42
H -0.65 1.38 1.72 0.29
H -0.54 -1.59 0.96 0.58
H -3.60 0.54 -0.42 0.34
H 1.55 -0.98 -1.91 0.45
H -0.18 -1.37 -2.00 0.35
H 0.85 -2.21 -0.85 0.39
H -0.42 1.12 -1.83 0.35
H 1.20 1.57 -1.26 0.53
H -0.20 1.94 -0.29 0.31
H 3.11 1.08 0.86 0.22
H 3.48 -0.30 0.07 0.22
```

=====

Model 4:
Entry from the Open Molecules 2025 dataset: a structure of composition C6H13NO3 (ωB97M-V/def2-TZVPD).

Output
Total charge   0
Gap between HOMO and LUMO   8.9 eV
2S+1   1

```
23
Properties=species:S:1:pos:R:3:mulliken_charge:R:1
C 0.41 -1.06 -0.17 1.55
C 0.61 -0.35 1.17 -0.81
C -1.25 2.21 0.61 -0.29
C 0.39 1.14 0.92 -0.84
C 1.64 -0.98 -1.07 -2.07
C -0.78 -0.23 -0.70 0.07
N 0.07 -2.46 0.02 -0.72
O -0.71 0.45 -1.86 -0.49
O -2.36 1.61 0.92 -0.64
O -1.93 -0.47 -0.25 -0.61
H 0.21 0.58 -2.13 0.44
H -2.36 0.56 0.38 0.47
H -0.06 -2.94 -0.87 0.27
H -0.80 -2.54 0.54 0.30
H -0.16 -0.70 1.87 0.31
H 1.59 -0.57 1.60 0.39
H -0.99 3.05 1.26 0.42
H -1.09 2.39 -0.46 0.28
H 0.53 1.67 1.86 0.41
H 1.12 1.58 0.23 0.23
H 2.03 0.03 -1.16 0.44
H 1.43 -1.37 -2.07 0.44
H 2.43 -1.60 -0.63 0.43
```

=====

model 3 is preferred energetically. Next in line: 0.0382 hartree higher.